182
Properties=species:S:1:pos:R:3:forces:R:3 method="wB97M-V/def2-TZVPD" charge=-1 e_tot_ev=-180970.0528 homo_ev=-1.842 orbital_gap_ev=3.478
C -9.774 -25.400 -7.335 -0.4 -0.7 -0.5
C -10.264 -25.043 -5.934 0.3 0.4 1.9
C -9.075 -24.358 -5.118 0.3 -0.6 -0.2
C -8.793 -22.883 -5.378 -0.9 -1.7 0.3
C -10.107 -22.181 -5.226 1.0 2.0 -0.6
C -11.322 -22.679 -6.031 0.6 -0.8 1.4
N -11.468 -24.165 -5.831 -0.8 0.1 0.6
O -12.662 -24.791 -6.398 1.7 1.2 0.2
C -11.159 -22.248 -7.472 -1.2 0.4 -0.7
C -12.470 -21.810 -5.390 -0.8 -1.3 -0.7
C -10.639 -26.370 -5.097 0.0 1.0 -0.3
H -10.650 -25.466 -7.980 -0.1 0.3 -0.2
H -9.329 -26.394 -7.394 0.0 -0.3 0.4
H -8.991 -24.775 -7.763 -0.2 0.6 0.1
H -8.094 -24.800 -5.291 -0.1 -1.0 -0.3
H -9.257 -24.535 -4.058 -0.3 0.3 0.2
H -8.349 -22.786 -6.369 -0.2 0.2 -0.2
H -8.042 -22.546 -4.663 0.0 0.2 0.1
H -9.839 -21.193 -5.601 -0.6 0.7 -0.4
H -10.328 -21.906 -4.195 -0.2 -0.9 0.3
H -10.434 -22.796 -8.074 0.3 0.2 0.3
H -11.030 -21.165 -7.482 0.6 0.2 -0.2
H -12.106 -22.361 -7.999 -0.2 -0.4 0.0
H -12.651 -21.910 -4.320 0.6 -0.4 0.2
H -13.409 -22.149 -5.827 -0.1 0.2 -0.3
H -12.331 -20.743 -5.561 0.2 0.0 -0.4
H -11.247 -26.093 -4.236 -0.3 0.4 -0.2
H -9.787 -26.843 -4.609 0.6 -0.1 -0.5
H -11.213 -27.106 -5.659 0.1 0.2 -0.2
C -8.545 -17.132 -11.173 1.0 -0.2 0.1
C -8.181 -16.674 -12.595 0.7 -0.2 -0.1
C -6.755 -17.133 -12.944 0.7 -1.0 0.8
S -6.634 -18.891 -12.203 -0.9 1.1 0.2
O -5.358 -19.185 -11.551 -1.2 0.6 -0.9
O -7.223 -19.821 -13.140 0.4 0.1 0.1
C -7.943 -18.511 -10.911 1.0 -0.7 -0.4
H -9.612 -17.114 -10.950 0.1 0.1 -0.2
H -8.023 -16.450 -10.502 -0.3 0.2 0.2
H -8.171 -15.585 -12.629 -0.4 0.0 -0.3
H -8.860 -17.110 -13.328 -0.1 0.2 -0.1
H -5.921 -16.649 -12.437 -0.4 0.4 0.6
H -6.475 -16.999 -13.989 -0.4 -0.8 -0.1
H -7.384 -18.589 -9.979 -0.3 0.1 0.1
H -8.628 -19.356 -10.991 -0.1 0.1 0.0
C -1.368 -24.935 -8.831 1.0 -1.0 -2.1
C -2.473 -23.898 -8.920 -0.1 -0.2 0.1
C -3.704 -24.602 -9.498 0.9 0.3 -0.8
S -3.035 -25.660 -10.896 0.0 1.0 -0.1
O -3.209 -25.062 -12.258 0.3 -1.3 3.0
O -3.548 -26.988 -10.556 0.8 0.7 -0.9
C -1.221 -25.472 -10.343 -1.2 0.2 0.3
H -1.563 -25.771 -8.159 -0.4 0.0 0.0
H -0.422 -24.502 -8.506 0.0 0.1 -0.1
H -2.134 -23.094 -9.574 -0.1 0.1 0.0
H -2.650 -23.497 -7.921 -0.3 0.2 -0.1
H -4.449 -23.943 -9.945 0.0 -0.1 0.2
H -4.089 -25.263 -8.722 -0.3 -0.2 -0.5
H -0.742 -24.754 -11.009 -0.4 0.5 0.2
H -0.731 -26.402 -10.631 -0.2 -0.3 0.8
C -12.052 -16.878 -1.295 -1.0 1.6 -1.4
C -12.198 -15.395 -0.734 1.8 -1.3 -0.2
C -12.985 -15.517 0.566 -1.2 1.4 -0.8
S -12.842 -17.171 1.211 -1.6 -2.0 -0.5
O -14.163 -17.845 1.208 2.0 1.4 -0.3
O -12.082 -17.212 2.422 0.3 0.3 0.5
C -11.862 -17.822 -0.171 0.8 -0.3 1.0
H -11.230 -16.890 -2.011 0.0 -0.2 0.1
H -12.960 -17.048 -1.872 -0.1 -0.3 0.0
H -12.522 -14.751 -1.552 -1.0 -0.1 0.4
H -11.206 -14.971 -0.582 0.3 -0.3 0.5
H -14.026 -15.368 0.281 -0.2 -0.3 0.3
H -12.795 -14.772 1.339 0.4 -0.2 0.0
H -12.075 -18.890 -0.227 -0.5 0.2 -0.5
H -10.791 -17.786 0.031 0.0 0.1 0.9
C -11.467 -31.360 -1.021 0.2 0.4 0.8
C -10.662 -32.334 -0.077 -1.1 0.6 0.0
C -10.578 -31.622 1.282 -0.5 0.4 0.1
S -12.163 -30.624 1.476 -0.4 -0.4 0.4
O -11.748 -29.224 1.672 -0.8 -1.7 0.1
O -13.103 -31.326 2.405 2.0 1.6 -1.8
C -12.728 -30.828 -0.270 0.2 -1.5 -0.2
H -11.680 -31.867 -1.963 -0.3 0.2 0.1
H -10.922 -30.438 -1.225 0.6 -0.3 -0.2
H -9.721 -32.679 -0.507 0.3 0.6 0.1
H -11.207 -33.272 0.025 -0.4 0.1 0.1
H -9.798 -30.862 1.330 0.0 0.0 -0.2
H -10.493 -32.239 2.177 -0.1 -0.2 -0.2
H -13.206 -29.952 -0.710 0.5 0.3 0.4
H -13.492 -31.605 -0.306 -0.1 -0.1 0.5
C -18.151 -32.524 -6.323 0.7 0.0 -2.5
C -17.106 -31.627 -5.641 0.1 0.6 1.0
C -15.992 -31.061 -6.577 -1.3 -0.9 -0.5
S -16.762 -31.115 -8.298 -1.3 0.1 0.4
O -16.074 -32.084 -9.147 -0.5 0.8 0.7
O -17.038 -29.751 -8.762 0.6 -1.7 0.5
C -18.459 -31.858 -7.714 0.9 0.9 1.1
H -19.075 -32.754 -5.792 0.2 0.4 0.3
H -17.669 -33.473 -6.557 0.0 -0.2 0.2
H -16.633 -32.202 -4.845 0.2 -0.1 0.0
H -17.525 -30.777 -5.104 -0.5 0.0 -0.2
H -15.130 -31.716 -6.457 0.1 0.2 -0.8
H -15.751 -30.017 -6.378 0.0 -0.2 -0.1
H -18.972 -32.396 -8.512 0.6 -0.5 0.1
H -19.116 -31.020 -7.487 0.3 0.5 -0.3
C -10.168 -31.799 -13.030 -0.6 0.3 -0.9
C -8.843 -31.318 -12.372 0.2 -0.1 -0.9
C -9.165 -30.304 -11.314 -0.8 0.1 0.8
S -10.903 -30.732 -10.750 0.1 1.5 1.1
O -11.684 -29.508 -11.072 0.8 -2.6 0.7
O -10.823 -31.297 -9.373 -0.5 0.9 -2.6
C -11.236 -32.111 -12.004 1.7 0.5 1.9
H -10.004 -32.681 -13.649 0.1 0.1 -0.1
H -10.644 -31.034 -13.644 0.6 0.3 -0.4
H -8.208 -30.803 -13.093 -0.2 -0.2 -0.4
H -8.231 -32.170 -12.074 -0.3 -0.1 0.5
H -9.142 -29.287 -11.705 -0.8 -0.1 -0.3
H -8.524 -30.186 -10.441 -0.1 -0.8 0.1
H -12.291 -32.158 -12.275 0.3 0.2 -0.1
H -10.863 -32.994 -11.486 -0.7 -0.2 0.4
C -16.764 -17.548 -8.132 2.4 -0.6 -0.5
C -18.125 -18.220 -8.113 -0.3 -0.7 -1.1
C -18.621 -18.257 -9.571 0.8 0.9 0.6
S -17.194 -18.659 -10.595 -0.6 0.6 0.1
O -17.344 -17.925 -11.855 0.6 -0.9 1.2
O -17.078 -20.094 -10.536 0.4 0.0 -0.4
C -15.909 -17.897 -9.490 -2.1 0.3 0.5
H -16.132 -18.011 -7.374 -0.2 0.1 0.3
H -16.726 -16.484 -7.901 -0.4 0.0 -0.4
H -18.881 -17.726 -7.504 0.3 0.1 0.1
H -18.007 -19.244 -7.759 -0.1 0.0 0.1
H -18.792 -17.213 -9.834 -0.7 -0.1 -0.3
H -19.437 -18.952 -9.772 0.1 0.3 -0.2
H -15.537 -17.023 -10.024 0.0 -0.1 0.2
H -15.126 -18.629 -9.295 -0.2 0.0 -0.1
O -16.414 -26.711 -0.929 0.7 1.0 0.0
C -16.009 -25.589 -0.717 0.5 -1.8 -0.7
O -16.752 -24.725 -0.033 -1.9 -0.4 0.2
C -16.125 -23.490 0.123 0.2 0.5 0.9
C -14.663 -23.832 -0.017 0.6 0.9 -0.6
C -14.702 -24.871 -1.110 -1.0 -0.7 -0.5
H -16.463 -23.093 1.080 0.4 0.0 0.1
H -16.435 -22.756 -0.620 -0.1 -0.2 -0.4
H -14.233 -24.337 0.848 0.0 0.7 0.3
H -14.192 -22.905 -0.343 0.8 -0.3 0.4
H -13.840 -25.519 -1.265 -0.2 0.0 0.4
H -14.936 -24.453 -2.089 0.1 0.3 -0.2
O -20.443 -27.452 -4.821 0.0 1.7 0.2
C -20.136 -26.277 -4.813 -0.2 -1.0 -0.5
O -20.742 -25.332 -4.051 -0.8 -0.2 0.3
C -20.074 -24.067 -4.090 1.0 0.1 0.2
C -19.079 -24.160 -5.232 0.3 0.6 -0.9
C -18.985 -25.613 -5.517 0.0 -0.9 0.0
H -19.531 -23.930 -3.155 -0.3 0.0 0.3
H -20.765 -23.240 -4.254 -0.3 -0.3 0.2
H -18.025 -23.930 -5.077 -0.4 1.1 0.5
H -19.443 -23.592 -6.089 0.1 0.0 -0.1
H -18.158 -25.963 -4.899 0.5 -0.5 -0.6
H -18.861 -25.805 -6.582 0.0 -0.6 0.3
O -6.143 -22.874 -0.091 -2.8 -2.9 1.0
C -7.006 -23.684 0.293 3.4 1.1 -0.7
O -6.869 -25.085 0.169 1.3 2.9 -0.5
C -8.009 -25.739 0.626 0.0 -1.1 0.5
C -8.969 -24.631 1.016 -3.4 -3.0 -1.1
C -8.235 -23.403 1.110 1.1 1.4 0.3
H -7.750 -26.456 1.406 0.2 0.2 0.4
H -8.366 -26.355 -0.199 -0.3 0.1 0.0
H -9.651 -24.864 1.833 0.4 -0.1 0.3
H -9.624 -24.724 0.150 -0.4 1.1 -0.1
H -7.923 -23.320 2.151 0.4 0.5 0.1
H -8.746 -22.483 0.825 0.1 -0.2 -0.1
O -5.343 -29.708 -2.453 -0.3 -1.1 -2.5
C -5.424 -30.100 -3.623 0.5 -0.2 3.4
O -5.035 -29.333 -4.618 0.3 0.9 -1.0
C -5.339 -29.874 -5.903 -1.0 -0.8 -0.2
C -6.137 -31.167 -5.638 0.6 -1.2 1.3
C -5.929 -31.469 -4.120 -0.6 2.0 0.2
H -4.431 -30.025 -6.488 0.0 0.1 0.2
H -6.028 -29.224 -6.442 0.5 0.5 0.1
H -5.755 -32.036 -6.174 -0.3 0.3 -0.5
H -7.207 -31.012 -5.778 0.2 -0.1 -0.4
H -5.291 -32.284 -3.778 0.2 0.2 -0.4
H -6.865 -31.550 -3.568 -0.1 -0.4 -0.2